A structure of composition C6H5N2 at a distorted geometry. Source: OMol25; level of theory: wB97M-V/def2-TZVPD.

Last column: Löwdin charge in e.
Geometry (Å):
C1 0.50 -1.22 -0.85  0.0462
C2 -0.37 2.88 -0.29  -0.0445
C3 -0.18 -1.18 0.39  -0.0215
C4 0.10 0.33 0.36  -0.1061
C5 0.82 0.61 -1.10  -0.0964
C6 -0.45 1.17 -0.74  -0.0844
N1 -0.29 4.03 -0.10  0.1541
N2 0.90 -0.74 -1.88  0.2962
H1 -1.16 0.83 -1.43  0.1394
H2 -1.25 -1.52 0.37  0.1794
H3 0.14 -1.73 1.27  0.1498
H4 0.52 0.79 1.37  0.2230
H5 1.81 0.97 -0.90  0.1646

Frontier orbital gap: 10.33 eV
LUMO energy: -5.8480 eV
HOMO level: -16.18 eV
Total charge: +1

A structure of composition C6H5N2O4OsSe3Te at a distorted geometry. Source: OMol25; level of theory: wB97M-V/def2-TZVPD.

Last column: Löwdin charge in e.
Geometry (Å):
Os1 0.17 0.29 0.02  0.6918
Se1 1.47 2.18 -0.18  0.1365
Se2 3.29 2.03 -1.70  -0.0118
Te1 2.68 0.16 -3.09  0.4979
Se3 0.51 -0.56 -2.11  0.0926
C1 -2.70 2.29 -1.38  0.0298
C2 -2.81 1.30 -0.28  -0.2903
N1 -1.83 0.56 0.23  -0.0596
C3 -2.37 -0.22 1.23  -0.1280
C4 -3.69 0.04 1.33  -0.0381
N2 -3.94 1.00 0.38  0.2157
C5 -4.80 -0.43 2.21  -0.4598
O1 -4.51 -1.34 3.12  0.1789
O2 -5.89 0.05 2.05  0.1529
C6 -1.46 -1.18 1.87  -0.4973
O3 -1.77 -1.94 2.74  0.1565
O4 -0.22 -1.11 1.33  -0.2286
H1 -1.68 2.30 -1.75  0.0635
H2 -2.97 3.29 -1.04  0.1047
H3 -3.37 2.02 -2.20  0.1041
H4 -4.87 1.39 0.24  0.1934
H5 -3.56 -1.60 3.11  0.0951

Frontier orbital gap (spin up / spin down): 5.56 / 5.28 eV
LUMO energy (spin up / spin down): -6.4735 / -6.5812 eV
HOMO level (spin up / spin down): -12.03 / -11.86 eV
Total charge: +1

A cluster of 2 separate species, C6H5N2O5S in total at a distorted geometry. Source: OMol25; level of theory: wB97M-V/def2-TZVPD.

Last column: Löwdin charge in e.
Geometry (Å):
C1 -1.25 0.28 -0.18  -0.1590
C2 -0.44 1.08 0.67  -0.1103
C3 -0.73 -0.86 -0.75  -0.0952
C4 0.89 0.75 0.95  -0.0154
C5 0.64 -1.19 -0.56  -0.0121
C6 1.43 -0.42 0.28  -0.2227
N1 2.76 -0.78 0.36  0.0332
N2 3.30 -1.91 0.23  -0.5139
O1 2.69 -2.98 0.22  -0.0127
O2 4.57 0.60 -1.50  -0.2947
O3 4.52 -1.89 0.11  -0.0322
O4 3.37 2.06 0.04  -0.3267
O5 5.41 0.91 0.80  -0.2717
S1 4.37 1.01 -0.14  0.6090
H1 -2.29 0.69 -0.24  0.0951
H2 -1.01 2.00 1.15  0.1234
H3 -1.44 -1.36 -1.46  0.1050
H4 1.65 1.20 1.48  0.0584
H5 1.01 -1.99 -0.99  0.0425

Frontier orbital gap: 8.19 eV
LUMO energy: 3.2461 eV
HOMO level: -4.94 eV
Total charge: -1

Q: total charge of number 3 (C6H5N2O5S)?
A: -1